No. 1
118
Properties=species:S:1:pos:R:3 method="wB97M-V/def2-TZVPD" total_charge=+1 e_tot_ha=-5470.77273 spin_multiplicity=1 homo_energy_ha=-0.380 e_above_lowest_kj_mol=51.1
W 0.032 -1.277 1.320
I 0.017 -7.257 6.554
C -0.175 -5.615 5.298
C -0.869 -4.497 5.729
C -0.972 -3.381 4.910
I -2.086 -1.786 5.639
C -0.356 -3.381 3.656
O -0.407 -2.311 2.824
C 0.308 -4.524 3.213
C 1.000 -4.544 1.885
N 0.344 -3.735 0.846
C 0.998 -3.986 -0.436
C 0.463 -3.051 -1.476
C 0.708 -3.275 -2.825
C 0.116 -2.449 -3.756
C -0.712 -1.428 -3.307
C -0.859 -1.244 -1.953
N -0.282 -2.039 -1.035
C 0.393 -5.636 4.036
H -1.334 -4.487 6.705
H 1.072 -5.584 1.549
H 2.022 -4.180 1.997
H -0.625 -4.038 0.777
H 0.838 -5.019 -0.764
H 2.074 -3.851 -0.316
H 1.344 -4.099 -3.122
H 0.289 -2.590 -4.814
H -1.214 -0.764 -3.994
H -1.454 -0.425 -1.579
H 0.919 -6.517 3.689
C 2.234 -1.503 1.164
Si 2.087 -0.469 2.632
C -1.262 0.083 2.328
N -2.130 -0.573 1.366
C -3.116 -1.575 1.855
C -4.480 -0.952 2.197
C -4.354 0.548 2.429
C -3.820 1.229 1.165
C -2.819 0.330 0.425
C 2.155 -1.438 4.232
C 1.514 -0.970 5.382
C 1.592 -1.664 6.579
C 2.313 -2.849 6.649
C 2.967 -3.325 5.523
C 2.893 -2.618 4.330
C 2.885 1.191 2.954
C 3.755 1.226 4.052
C 4.457 2.377 4.379
C 4.299 3.527 3.623
C 3.442 3.514 2.532
C 2.751 2.359 2.205
H 2.672 -2.493 1.232
H 2.604 -0.976 0.286
H -1.142 1.142 2.129
H -1.477 -0.137 3.363
H -2.691 -2.065 2.721
H -3.220 -2.319 1.060
H -4.876 -1.448 3.084
H -5.193 -1.134 1.390
H -3.688 0.735 3.274
H -5.321 0.973 2.701
H -3.362 2.189 1.410
H -4.644 1.441 0.483
H -2.075 0.918 -0.106
H -3.331 -0.300 -0.306
H 0.948 -0.045 5.346
H 1.087 -1.284 7.458
H 2.374 -3.394 7.583
H 3.545 -4.239 5.577
H 3.437 -2.987 3.466
H 3.893 0.347 4.670
H 5.127 2.371 5.230
H 4.842 4.428 3.879
H 3.316 4.404 1.929
H 2.120 2.378 1.333
O 2.119 1.053 -0.669
C 0.956 1.216 -0.406
O 0.214 0.229 0.112
C 0.229 2.525 -0.602
C 0.640 3.294 -1.858
Ge -0.101 2.739 -3.599
C 0.877 1.293 -4.478
C 0.480 0.900 -5.759
C 1.169 -0.080 -6.456
C 2.293 -0.672 -5.891
C 2.717 -0.273 -4.633
C 2.014 0.701 -3.933
C -0.001 4.255 -4.817
C 1.239 4.653 -5.318
C 1.342 5.736 -6.177
C 0.202 6.433 -6.554
C -1.037 6.044 -6.071
C -1.136 4.962 -5.205
C -1.996 2.329 -3.323
C -2.671 1.357 -4.062
C -4.037 1.159 -3.916
C -4.765 1.953 -3.040
C -4.117 2.941 -2.313
C -2.746 3.116 -2.448
H 0.486 3.121 0.281
H -0.848 2.366 -0.548
H 1.729 3.337 -1.933
H 0.307 4.329 -1.749
H -0.363 1.384 -6.244
H 0.846 -0.365 -7.450
H 2.846 -1.422 -6.442
H 3.606 -0.710 -4.195
H 2.369 0.996 -2.955
H 2.137 4.107 -5.048
H 2.311 6.034 -6.558
H 0.281 7.277 -7.227
H -1.929 6.581 -6.368
H -2.113 4.667 -4.837
H -2.132 0.744 -4.777
H -4.538 0.400 -4.504
H -5.834 1.815 -2.939
H -4.679 3.586 -1.649
H -2.268 3.913 -1.885

---

No. 2
23
Properties=species:S:1:pos:R:3 method="wB97M-V/def2-TZVPD" total_charge=0 e_tot_ha=-496.66465 spin_multiplicity=1 homo_energy_ha=-0.356 e_above_lowest_kj_mol=335.8
C -2.147 -4.188 1.451
C -2.788 -2.869 0.968
C -2.335 -0.428 1.326
C 1.645 2.755 -0.121
C 1.289 1.659 -0.858
C 2.133 1.158 -1.834
C 3.332 1.884 -2.057
C 3.622 2.932 -1.268
H -1.451 -3.989 2.598
H -1.430 -4.756 0.591
H -2.958 -5.002 1.508
H -1.198 -2.105 1.918
H -3.403 -0.511 1.089
H -2.773 -0.218 2.428
H -1.795 0.544 0.851
H 0.953 3.153 0.614
H 0.327 1.180 -0.669
H 1.694 0.313 -2.501
H 4.081 1.506 -2.769
H 4.688 3.399 -1.279
N -1.872 -1.860 1.042
N 2.744 3.442 -0.387
O -3.919 -2.751 0.673

---

No. 3
18
Properties=species:S:1:pos:R:3 method="wB97M-V/def2-TZVPD" total_charge=0 s2=15.772 e_tot_ha=-1507.01870 spin_multiplicity=8 homo_energy_ha="-0.214 / -0.214" e_above_lowest_kj_mol=30.8
O -1.503 0.198 -4.111
C -1.541 0.083 -2.855
O -2.611 0.286 -2.217
O -0.406 -0.187 -2.231
O 0.849 -1.183 0.962
C 0.962 -0.703 -0.347
C -0.420 -0.269 -0.803
Tb -3.972 0.629 -4.434
H 1.334 -1.487 -1.029
H 1.653 0.155 -0.401
H -0.683 0.707 -0.377
H -1.169 -1.006 -0.484
C 1.446 0.642 3.034
O 1.844 1.735 2.583
O 0.205 0.607 3.648
H 0.094 1.437 4.123
O 2.178 -0.377 3.330
H 1.741 -1.268 1.610

---

No. 4
36
Properties=species:S:1:pos:R:3 method="wB97M-V/def2-TZVPD" total_charge=+2 s2=0.757 e_tot_ha=-3742.14140 spin_multiplicity=2 homo_energy_ha="-0.515 / -0.515"
Cu -10.371 25.038 17.864
Na -13.821 27.634 18.538
N -12.015 27.266 16.168
O -11.276 26.933 17.169
O -11.747 26.759 15.074
O -12.925 28.089 16.329
C -13.776 32.596 18.233
S -13.156 31.193 19.232
O -14.113 30.057 18.945
C -11.658 30.793 18.282
H -14.769 32.764 18.661
H -13.927 32.283 17.204
H -13.259 33.534 18.422
H -10.835 31.490 18.417
H -11.881 30.509 17.250
H -11.271 29.824 18.627
C -10.672 25.029 10.267
S -9.670 26.515 10.690
O -9.668 27.371 9.427
C -10.793 27.454 11.827
H -11.294 25.415 9.459
H -11.316 24.803 11.112
H -9.958 24.293 9.913
H -11.598 27.689 11.126
H -10.436 28.446 12.102
H -11.153 26.958 12.728
C -6.682 27.036 14.986
S -8.441 26.830 15.470
O -8.516 25.649 16.409
C -8.622 28.418 16.341
H -6.368 26.042 14.650
H -6.086 27.219 15.877
H -6.633 27.626 14.075
H -9.673 28.686 16.255
H -8.047 29.228 15.899
H -8.371 28.217 17.383

---

No. 5
107
Properties=species:S:1:pos:R:3 method="wB97M-V/def2-TZVPD" total_charge=-1 e_tot_ha=-4705.50059 spin_multiplicity=1 homo_energy_ha=-0.148 e_above_lowest_kj_mol=0.0
Ba 0.819 -0.569 2.221
C -2.949 -4.837 -1.826
C -2.198 -3.502 -1.743
C -0.820 -3.616 -2.401
C -0.354 -2.434 -3.265
C -1.378 -2.054 -4.331
C 0.965 -2.846 -3.923
N -0.109 -1.245 -2.360
C 0.552 -0.097 -3.040
C 0.995 1.024 -2.114
N -0.048 1.676 -1.350
C 0.506 2.523 -0.292
C -0.412 2.520 0.941
O -0.876 3.577 1.355
O -0.622 1.346 1.417
C -1.084 2.416 -2.100
C -0.531 3.208 -3.288
C -2.289 1.570 -2.534
C -3.156 0.949 -1.426
C -4.344 0.262 -2.099
C -3.684 2.048 -0.489
N -2.334 -0.056 -0.728
C -2.985 -0.791 0.366
C -3.335 -2.220 -0.016
N -2.116 -2.941 -0.394
C -1.676 -3.902 0.620
C -1.571 -3.261 2.022
O -2.579 -3.268 2.729
O -0.433 -2.773 2.334
H -3.164 -5.082 -2.869
H -3.895 -4.784 -1.283
H -2.359 -5.652 -1.404
H -2.783 -2.778 -2.314
H -0.815 -4.485 -3.064
H -0.054 -3.798 -1.643
H -1.692 -2.956 -4.859
H -0.952 -1.371 -5.066
H -2.265 -1.584 -3.904
H 0.821 -3.812 -4.406
H 1.753 -2.943 -3.173
H 1.286 -2.142 -4.692
H -0.985 -0.946 -1.860
H 0.549 -1.587 -1.607
H -0.107 0.266 -3.825
H 1.456 -0.482 -3.506
H 1.563 1.722 -2.753
H 1.715 0.612 -1.405
H 0.660 3.556 -0.627
H 1.474 2.127 0.024
H -1.467 3.148 -1.385
H -0.236 2.555 -4.114
H 0.338 3.798 -2.995
H -1.292 3.893 -3.665
H -1.981 0.768 -3.211
H -2.937 2.227 -3.126
H -4.923 0.989 -2.673
H -5.010 -0.189 -1.362
H -4.004 -0.524 -2.779
H -4.132 2.857 -1.073
H -2.898 2.466 0.140
H -4.458 1.659 0.173
H -1.546 0.448 -0.325
H -3.872 -0.276 0.750
H -2.284 -0.842 1.201
H -4.036 -2.219 -0.855
H -3.832 -2.702 0.830
H -0.693 -4.281 0.338
H -2.376 -4.743 0.715
C 9.933 1.889 1.903
C 9.211 2.492 0.698
C 9.797 1.858 -0.572
C 9.490 4.001 0.683
C 7.700 2.246 0.745
C 6.898 2.732 -0.290
C 5.517 2.543 -0.320
C 4.949 1.850 0.726
O 3.648 1.526 0.952
B 3.584 0.771 2.184
O 4.936 0.723 2.664
C 5.729 1.364 1.761
C 7.096 1.544 1.795
H 11.004 2.091 1.825
H 9.797 0.807 1.949
H 9.577 2.321 2.840
H 10.877 2.025 -0.617
H 9.350 2.282 -1.471
H 9.612 0.782 -0.582
H 10.567 4.190 0.648
H 9.085 4.473 1.580
H 9.033 4.482 -0.183
H 7.357 3.276 -1.108
H 4.912 2.927 -1.132
H 7.662 1.144 2.624
C 2.900 -4.050 2.176
Si 3.047 -3.922 0.313
C 2.083 -5.349 -0.459
C 4.848 -4.172 -0.159
Se 2.386 -1.918 -0.421
H 3.219 -5.031 2.542
H 1.869 -3.875 2.491
H 3.539 -3.295 2.646
H 2.536 -6.302 -0.168
H 2.096 -5.290 -1.551
H 1.043 -5.360 -0.130
H 5.227 -5.130 0.212
H 5.459 -3.371 0.260
H 4.969 -4.150 -1.244